(1)
11
Properties=species:S:1:pos:R:3 method="wB97M-V/def2-TZVPD" total_charge=+1 energy_ha=-362.3026 orbital_gap_ev=9.0748
C -0.28899 0.13436 -0.51711
C -0.67104 -1.30219 -0.41684
O 1.01461 -1.67625 -0.08772
C 1.30485 -0.43722 0.06360
O 2.09331 0.19223 0.70777
O -0.82113 1.10586 0.32600
Cs 1.38216 3.28589 2.38974
H -0.14924 0.50709 -1.53994
H -1.18343 -1.72809 -1.28164
H -1.17213 -1.70413 0.46520
H -1.50898 1.62245 -0.10907

***

(2)
125
Properties=species:S:1:pos:R:3 method="wB97M-V/def2-TZVPD" multiplicity=2 total_charge=+1 energy_ha=-5497.0881 orbital_gap_ev="5.7868 / 5.6866"
Ir -0.95305 -1.09403 0.86622
O -3.37977 1.25001 -1.62419
S -2.91892 0.19590 -0.77677
O -2.61402 0.57629 0.61314
O -1.70919 -0.50227 -1.32686
C -4.17442 -1.04938 -0.73977
C -5.50030 -0.66897 -0.86155
C -6.47345 -1.64166 -1.01859
C -6.10608 -2.97785 -1.11731
C -4.77771 -3.35042 -0.98537
C -3.80140 -2.38590 -0.74623
P -2.07509 -2.89711 -0.47354
C -1.66607 -3.55776 -2.12735
C -1.79050 -2.72423 -3.24551
C -1.52103 -3.21686 -4.51098
C -1.12365 -4.53842 -4.67727
C -1.00290 -5.36706 -3.57319
C -1.26422 -4.88236 -2.29987
C -2.13337 -4.34871 0.62163
C -3.24110 -4.68185 1.39793
C -3.12927 -5.64659 2.38851
C -1.91793 -6.28195 2.61699
C -0.80849 -5.95327 1.85209
C -0.90999 -4.97905 0.87506
H -5.75257 0.38330 -0.86389
H -7.51413 -1.36102 -1.10297
H -6.85684 -3.73515 -1.29851
H -4.48719 -4.38900 -1.08557
H -2.11423 -1.70358 -3.11087
H -1.63660 -2.57320 -5.37337
H -0.93605 -4.92605 -5.67044
H -0.70377 -6.39945 -3.69727
H -1.18240 -5.54482 -1.45030
H -4.19122 -4.19436 1.23771
H -3.99487 -5.89179 2.98950
H -1.83376 -7.03207 3.39202
H 0.14752 -6.42092 2.04796
H -0.03037 -4.68863 0.30866
S -2.74362 -1.48394 2.64188
C -1.64967 -2.34550 3.62621
S -0.18859 -2.69536 2.83447
C -1.91510 -2.68109 4.92206
C -3.20866 -2.45055 5.47158
N -4.25738 -2.28575 5.91724
C -0.90278 -3.18752 5.78557
N -0.08874 -3.55804 6.51039
C 2.04218 6.10306 -5.96793
C 1.45434 5.31688 -4.82883
C 0.42966 4.40207 -5.04751
C -0.09955 3.66553 -3.99612
C 0.41842 3.83895 -2.72373
C 1.42501 4.75858 -2.47479
C 1.93648 5.49130 -3.52943
S -0.26714 2.87894 -1.37024
O -0.22749 3.81189 -0.20871
C 1.16171 1.73948 -1.27012
C 1.31012 0.95277 -2.44015
C 2.40142 0.16216 -2.61089
C 3.36149 0.02579 -1.57734
C 4.49357 -0.80719 -1.73123
C 5.39366 -0.95137 -0.71318
C 5.17293 -0.30302 0.51702
C 4.08961 0.51454 0.68835
C 3.17549 0.74028 -0.36940
C 2.08271 1.67043 -0.25044
C 2.09275 2.61243 0.90031
C 3.16217 3.56726 0.97074
C 4.06893 3.76585 -0.10637
C 5.08891 4.66708 -0.00578
C 5.25888 5.43308 1.16620
C 4.37454 5.30685 2.19543
C 3.30023 4.38593 2.12097
C 2.34451 4.28242 3.15078
C 1.27990 3.43970 3.03405
C 1.15804 2.59830 1.91268
S -0.29662 1.49104 1.79354
O 0.11109 0.18777 2.49887
C -1.45611 2.27315 2.89325
C -1.63228 1.75714 4.16868
C -2.58491 2.31891 4.99997
C -3.38596 3.37444 4.56663
C -4.43079 3.96878 5.46750
C -3.19937 3.86114 3.27327
C -2.24554 3.31534 2.43121
H 1.43630 6.00677 -6.86675
H 3.04822 5.74377 -6.19266
H 2.12103 7.15891 -5.70916
H 0.03180 4.26614 -6.04560
H -0.92294 2.97593 -4.14463
H 1.78254 4.89939 -1.46162
H 2.72273 6.21311 -3.34241
H 0.56662 1.04508 -3.22391
H 2.57276 -0.35847 -3.54640
H 4.63335 -1.33050 -2.66993
H 6.27226 -1.57057 -0.83940
H 5.87210 -0.44776 1.33048
H 3.92978 1.00404 1.64027
H 3.93330 3.21799 -1.02793
H 5.76954 4.80416 -0.83612
H 6.07905 6.13547 1.23268
H 4.47405 5.91981 3.08279
H 2.45540 4.89689 4.03592
H 0.53567 3.39399 3.81618
H -1.01740 0.92967 4.50092
H -2.70406 1.92866 6.00359
H -5.06428 3.18689 5.88682
H -5.05440 4.67551 4.92354
H -3.96745 4.49747 6.30230
H -3.81180 4.67886 2.91430
H -2.10615 3.68940 1.42493
N 1.95556 -3.53187 -3.48786
C 2.43256 -4.08105 -2.34528
O 2.92209 -5.18856 -2.28754
C 2.34101 -3.20664 -1.12734
C 3.33944 -3.28141 -0.16262
C 3.23642 -2.50089 0.97412
C 2.11032 -1.71786 1.14373
N 1.11116 -1.70464 0.25651
C 1.24216 -2.40664 -0.87612
H 1.94881 -4.09780 -4.31953
H 1.48106 -2.64705 -3.51750
H 4.17387 -3.95299 -0.31892
H 4.00315 -2.51153 1.73472
H 1.96426 -1.11649 2.03249
H 0.42003 -2.34486 -1.57356

***

(3)
18
Properties=species:S:1:pos:R:3 method="wB97M-V/def2-TZVPD" energy_ha=-269.0163 orbital_gap_ev=8.8191 smiles="C=CN.CNC"
C 4.02885 -0.47268 -0.94296
C 2.73950 -0.65324 -0.77396
N 1.96928 -0.93766 -1.85648
H 4.36618 -0.46261 -1.94298
H 4.71095 -0.42761 -0.18089
H 2.17783 -0.50660 0.19792
H 2.34384 -1.47715 -2.74185
H 0.96471 -0.63126 -1.83002
C -2.02915 -0.41974 1.64205
N -1.77478 0.98306 1.27971
C -2.86767 1.37254 0.50507
H -1.16444 -0.65490 2.28568
H -1.90382 -0.98423 0.62938
H -3.02446 -0.48615 2.20056
H -0.87293 1.22896 0.75572
H -3.68949 1.57754 1.17755
H -2.70919 2.29514 -0.08149
H -3.26521 0.65659 -0.32298

***

(4)
22
Properties=species:S:1:pos:R:3 method="wB97M-V/def2-TZVPD" energy_ha=-346.3634 orbital_gap_ev=8.9257 smiles=CCCN1CC(N)C1
C -0.33185 -1.47147 1.97789
C 1.09800 -1.18119 1.42928
C 1.44873 0.26835 1.00548
N 0.65448 0.70948 -0.04832
C 0.29412 -0.28952 -1.06941
C -1.00500 0.48626 -1.61393
N -0.87492 1.39783 -2.75371
C -0.68532 1.35399 -0.19124
H -0.51058 -2.65491 2.03501
H -1.12919 -1.08671 1.17638
H -0.43141 -0.76661 2.77338
H 1.92848 -1.62609 2.15678
H 1.20431 -1.87735 0.55537
H 1.18253 1.04731 1.94445
H 2.63586 0.42991 0.93589
H 0.17871 -1.32833 -0.64356
H 0.95714 -0.14749 -2.00290
H -1.97936 0.09353 -1.63083
H -1.07471 1.00111 -3.69363
H -1.75607 2.02730 -2.79496
H -1.38099 1.17245 0.73752
H -0.42295 2.44217 -0.28492